[1]
138
Properties=species:S:1:pos:R:3:forces:R:3 method="wB97M-V/def2-TZVPD" total_charge=-1 multiplicity=1
O 0.871 -3.613 1.094 0.02 1.21 0.22
C 0.774 -2.537 0.554 -0.53 -2.36 -0.52
O -0.237 -1.677 0.658 -0.11 -0.86 1.33
B -0.162 -0.628 -0.298 1.49 -0.82 -1.28
O 1.195 -0.941 -0.966 -0.68 1.06 -0.98
C 1.666 -2.096 -0.609 2.55 0.12 -0.24
O 2.696 -2.617 -1.054 -2.53 0.66 1.07
O -0.148 0.685 0.281 -1.90 2.83 -1.33
C -1.048 1.473 -0.445 -1.11 3.09 1.08
O -1.344 2.712 -0.367 2.18 -5.69 0.08
C -1.811 0.500 -1.399 -1.37 0.84 -2.79
O -1.216 -0.698 -1.348 -0.69 1.60 0.67
O -2.712 0.876 -2.188 2.72 -1.49 2.72
Br -3.422 -0.538 2.077 0.41 -0.02 -0.24
C -1.873 0.082 3.140 -0.94 0.60 0.51
C -2.181 -0.192 4.635 1.16 0.34 -0.90
Br -0.757 0.741 5.750 -0.97 -0.56 -0.68
H -1.967 1.120 2.821 0.61 0.10 0.69
H -0.928 -0.344 2.805 -0.37 -0.21 -0.10
H -2.041 -1.257 4.818 -0.14 0.20 0.26
H -3.168 0.153 4.944 0.33 0.10 0.05
Br 4.525 -1.129 -3.921 -1.10 0.15 -0.71
C 2.741 -0.481 -4.549 0.85 2.92 -0.25
C 1.638 -1.429 -4.401 -0.23 -1.11 0.95
Br -0.138 -0.672 -4.859 0.97 -0.24 -0.02
H 2.757 -0.007 -5.531 0.73 -0.89 -0.56
H 2.626 0.454 -4.000 -0.25 -0.41 0.83
H 1.570 -1.690 -3.345 -0.24 -0.26 -0.20
H 1.886 -2.307 -4.999 -0.71 -0.07 -0.03
Br -4.038 3.631 1.225 -0.42 -0.55 -0.95
C -5.110 2.839 -0.289 -1.68 0.89 1.15
C -6.486 3.589 -0.155 0.59 -0.16 -0.02
Br -7.823 2.941 -1.459 0.45 0.22 0.21
H -5.307 1.796 -0.042 0.47 0.04 -0.02
H -4.615 2.951 -1.254 0.10 0.21 0.34
H -6.425 4.674 -0.242 0.25 -0.17 -0.53
H -6.956 3.441 0.817 0.26 -0.45 -0.10
Br -0.367 3.549 -4.739 -1.38 -0.12 0.10
C -2.319 3.810 -4.296 0.43 0.81 1.58
C -2.406 5.311 -3.880 -2.16 -0.91 -1.04
Br -4.306 5.684 -3.091 1.30 -0.47 -0.38
H -2.616 3.197 -3.445 0.75 -0.25 0.12
H -2.976 3.466 -5.094 0.44 0.63 -0.38
H -2.522 5.873 -4.806 0.65 0.43 0.46
H -1.714 5.683 -3.125 -0.10 -0.29 -0.37
Br 4.670 -7.068 1.945 -1.21 1.07 -0.31
C 3.063 -5.859 1.730 -0.40 -0.30 -1.49
C 1.859 -6.331 2.459 -0.40 -0.67 1.98
Br 1.348 -8.259 2.038 0.42 1.48 0.38
H 2.616 -5.803 0.737 1.40 -0.41 -0.83
H 3.367 -4.830 1.922 0.03 -0.27 0.60
H 0.942 -5.770 2.279 0.29 0.02 -0.62
H 2.038 -6.201 3.526 -0.19 -0.89 0.24
C -5.966 -0.298 -2.343 0.33 0.79 -0.05
O -5.637 -1.120 -1.214 -0.56 -1.53 0.31
P -5.276 -2.659 -1.528 0.15 -1.77 -1.78
O -6.005 -3.327 -2.696 1.32 1.74 2.68
O -3.645 -2.655 -1.737 -1.59 0.06 1.16
C -2.993 -2.655 -3.013 -0.32 -0.31 -0.82
O -5.477 -3.398 -0.082 0.98 1.54 -1.13
C -6.564 -4.261 0.214 -0.91 -0.52 -1.69
H -6.044 -0.926 -3.231 0.36 0.40 -0.19
H -5.211 0.487 -2.308 0.36 -0.28 -0.88
H -6.887 0.279 -2.251 -0.39 -0.67 0.62
H -3.612 -2.163 -3.763 -0.01 0.01 0.00
H -2.809 -3.677 -3.345 -0.24 -0.14 0.12
H -2.021 -2.161 -3.002 -0.34 0.18 0.67
H -7.017 -4.081 1.189 0.62 0.00 0.05
H -6.284 -5.292 -0.003 0.43 -0.11 0.85
H -7.345 -4.158 -0.539 -0.26 0.54 0.02
C -1.640 7.370 5.504 0.13 2.14 0.21
O -0.413 6.690 5.521 1.47 -2.15 -0.88
P 0.380 6.168 4.198 -0.24 0.88 -0.37
O 0.885 7.265 3.294 -0.64 -2.12 1.68
O 1.511 5.124 4.803 -1.89 1.21 -0.58
C 2.850 5.472 4.575 1.52 0.02 -1.40
O -0.722 5.185 3.563 0.65 1.12 0.60
C -0.449 4.516 2.358 0.57 -2.40 -1.18
H -1.662 7.898 6.457 -0.15 -0.11 0.14
H -2.595 6.853 5.411 0.52 -0.76 -0.36
H -1.532 8.169 4.771 -0.54 -0.03 -0.31
H 3.507 4.619 4.405 -0.36 -0.81 1.39
H 3.239 6.166 5.321 0.01 -0.11 -0.15
H 3.016 5.805 3.551 -0.56 1.28 0.04
H -0.546 3.442 2.513 -0.69 -0.15 0.45
H 0.581 4.456 2.008 0.36 1.21 0.20
H -1.088 4.713 1.497 -0.16 0.74 0.43
C 5.293 5.379 0.675 1.33 -0.76 -0.29
O 5.111 5.740 -0.760 -0.89 -0.34 1.88
P 3.662 5.874 -1.428 -1.00 -0.18 -0.71
O 3.703 6.498 -2.770 0.08 -0.52 1.19
O 3.067 4.334 -1.421 3.52 2.84 0.23
C 1.798 3.986 -1.809 -2.62 -0.25 1.01
O 2.765 6.728 -0.361 1.42 -2.76 -0.25
C 2.312 8.003 -0.674 -0.74 1.19 0.04
H 4.587 4.674 1.114 -0.45 0.22 -0.63
H 5.527 6.142 1.417 -1.02 1.15 -0.72
H 6.265 4.891 0.744 -0.05 -0.54 -0.73
H 1.200 4.556 -2.520 1.05 0.48 -0.66
H 1.225 4.159 -0.898 -0.67 -0.86 0.09
H 1.798 2.942 -2.124 -0.03 0.06 0.18
H 3.014 8.523 -1.326 -0.29 0.05 -0.13
H 2.184 8.553 0.258 0.26 -0.04 0.09
H 1.307 7.918 -1.087 0.11 0.20 -0.46
C -0.334 -3.516 4.799 0.31 -1.49 1.42
O -1.698 -3.866 4.680 -1.83 -0.39 -0.70
P -2.346 -4.776 3.523 -0.62 3.46 -0.80
O -1.991 -6.169 3.554 0.04 -1.27 -0.10
O -3.963 -4.473 3.531 1.75 -0.14 0.97
C -4.413 -3.152 3.866 -0.44 0.16 0.69
O -1.886 -3.860 2.277 -0.18 -1.30 1.83
C -2.602 -3.947 1.064 0.65 -0.45 -1.03
H -0.219 -2.433 4.784 0.31 -0.26 -0.31
H 0.349 -4.139 4.222 -0.21 0.64 -1.02
H -0.122 -3.950 5.777 0.44 0.84 0.53
H -4.827 -3.132 4.875 -0.22 -0.50 0.13
H -5.213 -2.870 3.182 0.26 -0.02 -0.17
H -3.657 -2.369 3.922 0.16 -0.56 -0.63
H -1.951 -4.481 0.372 0.42 0.84 -0.55
H -2.815 -2.897 0.864 -0.30 -0.58 -0.89
H -3.443 -4.639 1.014 -0.56 0.54 0.88
C 5.213 -3.858 -1.712 -2.29 -0.86 -0.71
O 6.487 -4.237 -2.160 2.17 -1.06 -0.76
P 6.719 -5.684 -2.870 -0.57 0.72 -0.07
O 6.321 -6.828 -2.033 0.29 0.60 -0.98
O 5.883 -5.550 -4.282 0.41 -0.44 1.66
C 6.213 -4.591 -5.269 0.76 0.19 -0.60
O 8.272 -5.641 -3.328 -1.28 0.73 -0.54
C 9.222 -6.669 -3.075 -0.27 -0.58 0.27
H 5.116 -2.846 -1.321 0.72 -0.25 -0.01
H 4.746 -4.595 -1.059 0.57 0.07 0.69
H 4.534 -3.942 -2.561 -0.13 0.54 -0.25
H 6.265 -3.562 -4.912 -0.08 -0.09 0.36
H 5.499 -4.613 -6.092 -0.29 -0.28 0.33
H 7.179 -4.862 -5.695 0.15 0.15 -0.04
H 8.848 -7.663 -3.318 -0.67 -0.05 0.77
H 9.502 -6.516 -2.032 0.44 -0.70 -0.17
H 10.061 -6.673 -3.771 0.13 1.20 0.10

=====

[2]
108
Properties=species:S:1:pos:R:3:forces:R:3 method="wB97M-V/def2-TZVPD" smiles=CCCCCC[C@](CCCCCCCCCOC)(N(CN)COO)[C@@](C)(OCO)B(O)OC.CC(C)O.CC(C)O relative_energy_ev=6.906 multiplicity=1
C 1.673 4.892 0.556 -1.11 0.17 -0.74
C 0.655 3.725 0.227 1.67 -0.19 -0.87
C 1.147 2.360 0.808 -0.73 0.00 1.07
C 0.113 1.175 0.703 0.07 0.64 0.00
C -0.728 1.184 -0.649 0.77 -0.72 1.18
C -0.973 -0.316 -1.135 0.56 1.04 0.46
C -2.440 -0.640 -1.616 0.11 -0.95 -0.87
C -2.506 -1.943 -2.564 0.87 -0.67 -0.52
C -1.142 -2.663 -2.824 -0.40 -0.63 -0.08
C -0.567 -3.498 -1.629 0.92 -0.36 -1.52
C 0.877 -4.017 -2.067 -0.32 0.38 0.37
C 1.905 -3.808 -0.900 -0.65 0.46 -1.10
C 2.179 -2.261 -0.689 0.36 -1.16 1.03
C 3.626 -2.071 -0.113 -0.19 1.08 -0.10
C 3.825 -0.659 0.551 0.66 -0.36 -0.35
C 5.337 -0.430 0.966 -0.84 -0.44 -0.35
O 5.704 0.946 0.868 -0.45 -0.25 0.63
C 4.834 1.743 1.675 0.07 0.72 0.31
N -2.876 0.430 -2.525 -0.39 0.25 0.67
C -2.007 0.790 -3.629 -0.60 0.54 -1.89
N -1.486 2.202 -3.581 0.84 -1.12 -0.39
C -3.773 1.459 -2.134 -0.48 2.25 0.37
O -4.465 1.943 -3.339 -0.37 -1.17 0.09
O -4.317 3.330 -3.458 0.88 1.25 -0.08
C -3.417 -0.930 -0.403 1.27 0.43 1.60
C -3.383 0.162 0.745 -0.34 0.18 0.41
O -4.709 -1.215 -0.947 -0.12 0.59 0.43
C -5.789 -1.077 -0.089 -1.75 -0.36 0.16
O -6.392 0.232 -0.105 0.52 -0.44 0.01
B -2.939 -2.249 0.456 0.63 -0.99 -0.11
O -3.558 -3.506 0.195 0.69 1.32 0.15
O -1.922 -2.193 1.429 -1.09 -0.29 -0.94
C -1.494 -3.486 1.902 0.27 -0.64 0.32
H 2.706 4.652 0.216 -0.67 -0.04 0.48
H 1.638 5.207 1.620 0.22 -0.33 -0.60
H 1.348 5.763 -0.070 0.36 -0.51 0.67
H -0.389 3.989 0.494 0.67 -0.25 0.09
H 0.695 3.630 -0.890 -0.35 0.14 0.85
H 2.132 2.025 0.404 -0.80 0.55 -0.10
H 1.319 2.529 1.907 0.06 -0.20 -0.82
H 0.680 0.226 0.846 -0.43 0.54 -0.24
H -0.565 1.260 1.593 0.39 -0.16 -0.80
H -1.658 1.737 -0.424 0.55 -0.23 -0.58
H -0.110 1.738 -1.389 -0.81 -0.38 0.34
H -0.208 -0.420 -1.944 -0.95 -0.35 0.46
H -0.599 -0.952 -0.304 -0.68 0.16 -0.63
H -2.912 -1.689 -3.576 0.31 0.24 1.01
H -3.220 -2.725 -2.222 0.39 0.69 0.19
H -1.334 -3.408 -3.645 0.17 0.57 0.63
H -0.345 -2.003 -3.254 -0.74 -0.30 0.55
H -1.208 -4.413 -1.524 0.33 0.82 0.34
H -0.457 -2.939 -0.677 -0.38 -0.33 -0.66
H 1.221 -3.424 -2.954 -0.24 -0.45 0.71
H 0.794 -5.069 -2.425 0.23 0.60 0.47
H 2.854 -4.310 -1.191 -0.53 0.18 0.52
H 1.442 -4.245 0.019 0.80 0.19 -0.54
H 1.437 -1.888 0.064 0.55 -0.05 -0.74
H 2.062 -1.704 -1.649 0.07 -0.32 0.75
H 4.331 -2.156 -0.975 -0.31 -0.04 0.68
H 3.911 -2.835 0.644 -0.42 0.23 -0.58
H 3.564 0.138 -0.188 0.09 -0.56 0.51
H 3.164 -0.553 1.443 0.33 -0.06 -0.69
H 5.991 -1.003 0.266 -0.36 0.55 0.57
H 5.493 -0.800 2.015 0.01 0.25 -0.77
H 5.419 2.578 2.135 -0.33 -0.62 -0.50
H 4.016 2.185 1.055 0.56 -0.37 0.57
H 4.388 1.165 2.520 0.27 0.31 -0.62
H -2.620 0.745 -4.571 0.39 -0.13 0.82
H -1.179 0.071 -3.832 -0.71 0.36 0.79
H -1.780 2.669 -4.438 -0.22 0.00 0.38
H -0.478 2.090 -3.713 -0.21 0.43 0.31
H -3.277 2.390 -1.731 -0.24 -0.72 -0.42
H -4.593 1.215 -1.428 0.86 -0.69 -0.50
H -5.195 3.737 -3.466 -0.24 -0.75 0.19
H -3.807 1.151 0.474 0.47 -0.54 0.04
H -2.346 0.271 1.147 -0.86 -0.07 -0.61
H -3.960 -0.187 1.644 0.37 0.18 -0.81
H -6.592 -1.761 -0.455 0.79 0.45 0.05
H -5.626 -1.335 0.981 0.46 -0.09 -0.67
H -6.180 0.668 0.726 0.05 0.07 -0.09
H -2.980 -3.974 -0.422 -0.24 -0.29 0.05
H -0.614 -3.420 2.581 -0.60 0.53 -0.51
H -2.300 -3.989 2.483 0.55 0.29 -0.64
H -1.171 -4.080 1.017 -0.34 0.08 0.81
C -2.891 -1.912 6.857 0.24 0.06 0.05
C -3.198 -2.252 5.407 -0.47 -0.14 0.45
C -4.615 -1.847 5.032 -0.03 0.09 -0.25
O -3.031 -3.654 5.199 0.31 0.02 -0.32
H -3.565 -2.448 7.533 -0.09 0.07 -0.07
H -1.875 -2.217 7.115 -0.02 0.06 -0.06
H -2.992 -0.841 7.042 -0.01 -0.04 0.03
H -2.486 -1.745 4.752 0.03 -0.20 -0.06
H -5.347 -2.381 5.646 0.06 0.06 0.09
H -4.825 -2.106 3.992 0.06 0.04 0.02
H -4.768 -0.774 5.163 -0.03 -0.04 0.01
H -3.652 -4.117 5.770 -0.02 0.02 0.02
C 7.791 3.534 -1.440 0.21 -0.07 -0.09
C 6.559 3.816 -2.287 -0.08 0.03 0.69
C 5.835 5.066 -1.810 -0.12 0.15 -0.19
O 5.675 2.700 -2.229 -0.09 -0.04 -0.37
H 7.512 3.362 -0.396 -0.06 0.09 -0.02
H 8.294 2.630 -1.787 -0.02 0.06 -0.04
H 8.498 4.366 -1.480 -0.01 -0.02 0.03
H 6.852 3.939 -3.332 -0.12 -0.15 -0.01
H 5.492 4.946 -0.778 0.13 -0.03 0.03
H 4.948 5.251 -2.420 0.07 0.00 -0.03
H 6.483 5.943 -1.861 -0.04 -0.01 0.04
H 5.410 2.580 -1.309 0.12 -0.12 0.03

=====

no.,LUMO (eV)
1,1.66
2,0.52